(1)
Computed, not measured: a cluster of 6 separate species, C23H63N6O7 in total, with the ωB97M-V functional and the def2-TZVPD basis.

Each line ends with the Löwdin charge.
Positions of all 99 atoms, in Å:
H (5.512, 1.782, -2.196)  0.1359
H (0.033, 2.524, 1.527)  0.0539
C (5.350, 0.951, -2.889)  -0.4272
H (3.936, -3.607, -4.067)  0.0659
H (0.958, -3.792, -2.820)  0.0664
H (-7.054, 2.708, 1.543)  0.0746
H (-7.821, 0.368, 3.125)  0.0863
H (1.903, -6.504, -2.508)  0.0714
H (0.992, 1.642, -0.205)  0.0685
H (-2.899, 5.744, -0.932)  0.0892
C (-7.038, 0.382, 3.890)  -0.1162
H (0.129, -5.006, 4.660)  0.0990
H (1.380, -7.204, -0.973)  0.0854
C (1.477, 0.004, 2.157)  -0.1964
H (2.976, -5.033, -3.713)  0.0617
N (4.390, 0.037, -2.268)  0.0523
C (-5.056, 1.929, 1.906)  -0.4355
H (3.369, -3.760, 5.496)  0.0955
H (-4.682, 2.047, 0.883)  0.1270
H (3.210, -3.753, 3.699)  0.0898
C (-5.548, 0.479, 2.025)  -0.2056
C (2.844, -3.273, 4.649)  -0.4570
H (-6.321, 6.043, -0.577)  0.1209
H (7.120, -0.156, -5.573)  0.0875
H (1.197, -4.852, 1.936)  0.0474
H (3.905, 2.193, -3.900)  0.0748
H (-4.767, -0.178, 1.635)  0.1223
N (3.088, -1.880, 4.655)  -0.2002
H (-4.178, 5.973, -3.573)  0.0769
H (1.745, -5.429, 4.094)  0.0998
H (-6.637, 5.852, -2.893)  0.1318
H (7.185, 0.134, -2.140)  0.1228
H (-5.803, 3.937, 1.749)  0.0575
O (4.530, -1.785, 4.922)  -0.2544
H (-3.166, 1.596, 2.599)  0.0433
H (-4.859, 6.707, -1.308)  0.1188
N (1.584, -2.992, -2.769)  0.0467
C (0.991, -4.638, 4.099)  -0.3096
C (-5.881, 5.173, -2.485)  -0.4360
C (-3.316, 4.789, -0.598)  -0.0936
H (-4.230, 1.951, 3.747)  0.0697
H (5.523, -0.947, -5.456)  0.0746
C (0.559, -4.332, 2.647)  -0.0676
C (3.604, -4.264, -3.262)  -0.0680
N (-3.943, 2.222, 2.809)  0.0521
H (4.369, -0.810, -2.831)  0.0575
H (-5.871, 3.277, -1.785)  0.0667
H (-2.824, 4.495, 0.328)  0.0889
H (2.431, 0.472, 2.418)  0.1191
O (1.384, -0.167, 0.742)  -0.2053
H (-6.447, 0.316, 1.413)  0.1157
H (2.642, 1.466, 0.466)  0.0881
C (6.565, -0.988, -5.129)  -0.1116
H (4.972, -2.046, 4.101)  0.0151
C (2.852, -3.462, -2.205)  -0.4305
H (3.601, -4.645, -0.525)  0.1230
C (2.657, -4.208, -0.879)  -0.1967
H (-7.323, 3.958, -1.706)  0.0685
N (-0.994, 0.229, 2.327)  0.0404
O (1.440, -3.489, 4.768)  -0.1760
C (0.324, 2.265, 2.546)  -0.0745
H (1.506, -0.998, 2.587)  0.0915
H (-5.192, 4.870, -4.507)  0.0733
C (2.030, -6.453, -1.423)  -0.1139
H (5.461, 2.103, -4.730)  0.0755
C (6.720, 0.295, -3.115)  -0.2074
H (-4.094, 4.229, -3.299)  0.0654
H (-3.114, 4.019, -1.347)  0.0770
H (4.323, 0.750, -4.802)  0.0647
O (-5.780, 0.038, 3.350)  -0.1840
H (-0.454, -4.704, 2.500)  0.0579
H (1.139, -2.367, -2.103)  0.0730
O (1.642, -5.196, -0.911)  -0.1933
H (-0.974, 0.220, 1.309)  0.0666
H (0.593, -3.260, 2.481)  0.0593
O (6.669, -0.983, -3.719)  -0.1899
C (-6.153, 2.969, 2.105)  -0.0716
C (-5.426, 5.779, -1.150)  -0.2111
C (0.300, 0.757, 2.781)  -0.4150
H (0.367, 0.591, 3.858)  0.1412
H (4.755, -0.269, -1.369)  0.0863
H (6.994, -1.924, -5.486)  0.0853
H (2.337, -3.486, -0.124)  0.1229
C (4.729, 1.529, -4.157)  -0.0695
H (-6.428, 3.087, 3.153)  0.0635
C (1.815, 0.941, -0.022)  -0.1276
H (3.067, -6.688, -1.166)  0.0895
N (-6.513, 3.863, -2.313)  0.0408
H (-0.378, 2.763, 3.216)  0.0684
C (-4.768, 5.056, -3.521)  -0.0717
H (7.385, 0.957, -3.686)  0.1172
H (-1.054, -0.753, 2.583)  0.0742
H (3.456, -2.580, -1.978)  0.1123
H (2.163, 0.569, -0.985)  0.0557
H (4.486, -4.747, -2.837)  0.0784
H (1.319, 2.673, 2.733)  0.0761
H (-7.016, 1.365, 4.369)  0.0735
O (-4.701, 4.897, -0.323)  -0.2105
H (-7.281, -0.359, 4.652)  0.0845

Frontier orbital gap ... 3.80 eV
Largest force on an atom ... 1.00 eV Å⁻¹
Calculated total energy ... -1769.125511 hartree
Total charge ... -1
Energy above the lowest of the compared OMol25 structures with the same formula, charge and spin ... 2.9 kcal per mole

(2)
Computed, not measured: a structure of composition C12H17AuClI2N2OPSe, with the ωB97M-V functional and the def2-TZVPD basis.

Each line ends with the Löwdin charge.
Positions of all 38 atoms, in Å:
H (0.262, 2.656, -1.873)  0.0674
H (1.034, 2.237, -3.426)  0.0806
H (-2.072, 1.385, -2.558)  0.0690
C (0.491, 0.626, 5.293)  -0.1368
C (0.941, 0.980, 6.558)  0.0319
I (-2.721, -2.528, -1.445)  0.8608
H (-2.148, -0.330, -3.064)  -0.0289
H (1.852, 1.851, -1.870)  0.0066
H (-1.399, 0.897, -4.144)  0.0807
I (2.135, -2.961, -0.417)  0.4355
Cl (2.205, 0.241, 0.238)  -0.0807
C (0.023, 1.627, 7.402)  -0.0149
H (2.669, -1.276, 3.536)  0.0761
C (-1.299, 1.855, 6.984)  -0.0201
H (1.965, 0.743, 6.848)  0.1282
N (1.060, -0.249, 4.354)  -0.0492
C (2.385, -0.831, 4.498)  0.0104
C (0.888, 1.916, -2.385)  -0.2358
H (3.062, -0.019, 4.784)  0.1167
Au (0.103, -0.872, -0.208)  0.2459
H (-2.778, 1.578, 5.379)  0.1303
H (1.023, -0.264, -4.463)  0.0773
C (-0.811, 0.864, 4.878)  -0.1517
H (-1.829, 0.089, 3.146)  0.1677
H (1.975, -0.938, -3.089)  0.0331
Se (0.261, -1.960, 2.162)  0.8128
C (0.972, -0.758, -3.486)  -0.2408
O (-2.725, -0.087, 0.253)  -0.0332
C (-1.957, -0.827, -0.279)  -0.9562
H (0.337, 1.949, 8.397)  0.1305
C (-1.750, 1.457, 5.716)  0.0315
N (-0.980, 0.143, 3.695)  0.1503
H (-1.979, 2.345, 7.683)  0.1294
P (0.070, 0.290, -2.309)  0.7371
H (2.392, -1.590, 5.293)  0.1238
H (0.457, -1.719, -3.572)  0.0546
C (-1.544, 0.589, -3.099)  -0.2426
C (0.138, -0.582, 3.404)  -0.5976

Frontier orbital gap (alpha / beta) ... 6.92 / 4.76 eV
Largest force on an atom ... 2.68 eV Å⁻¹
Calculated total energy ... -4585.693585 hartree
Multiplicity ... 3
Total charge ... +2
Energy above the lowest of the compared OMol25 structures with the same formula, charge and spin ... 0.0 kcal per mole